Entry 1:
{"formula": "C27H33NO6", "method": "ωB97M-V/def2-TZVPD", "species": ["C", "C", "O", "C", "C", "C", "O", "O", "C", "C", "C", "C", "C", "C", "O", "C", "C", "C", "O", "H", "H", "H", "H", "H", "H", "H", "H", "H", "H", "H", "H", "H", "H", "H", "H", "H", "C", "C", "N", "C", "C", "C", "C", "C", "C", "C", "C", "C", "C", "C", "O", "H", "H", "H", "H", "H", "H", "H", "H", "H", "H", "H", "H", "H", "H", "H", "H"], "xyz": [[5.016, -2.147, -1.757], [4.027, -1.437, -0.856], [2.798, -2.110, -0.790], [1.915, -1.413, -0.007], [0.567, -1.961, 0.166], [0.119, -3.034, -0.716], [-0.870, -3.701, -0.447], [0.865, -3.278, -1.840], [0.502, -4.497, -2.442], [1.712, -5.168, -3.057], [-0.252, -1.537, 1.254], [-1.585, -1.978, 1.402], [-2.320, -1.677, 2.507], [-1.776, -0.926, 3.567], [-2.554, -0.755, 4.693], [-1.865, -0.252, 5.810], [-0.470, -0.425, 3.403], [0.249, -0.708, 2.280], [2.244, -0.374, 0.550], [5.928, -1.569, -1.905], [5.288, -3.116, -1.339], [4.570, -2.337, -2.734], [4.397, -1.346, 0.173], [3.806, -0.420, -1.208], [0.046, -5.132, -1.668], [-0.281, -4.272, -3.179], [1.489, -6.157, -3.457], [2.124, -4.557, -3.860], [2.499, -5.267, -2.308], [-2.012, -2.601, 0.635], [-3.322, -2.052, 2.613], [-2.539, -0.277, 6.667], [-0.997, -0.879, 6.021], [-1.559, 0.775, 5.617], [-0.029, 0.181, 4.173], [1.246, -0.318, 2.178], [2.238, 5.626, -0.635], [2.289, 4.104, -0.726], [0.946, 3.557, -0.429], [0.421, 2.531, -1.160], [-0.822, 1.978, -0.934], [-1.422, 1.049, -1.764], [-2.705, 0.474, -1.527], [-3.422, -0.139, -2.576], [-4.695, -0.615, -2.373], [-5.285, -0.525, -1.124], [-4.586, 0.037, -0.070], [-3.319, 0.533, -0.260], [0.189, 4.308, 0.610], [1.130, 5.162, 1.465], [1.925, 6.080, 0.692], [3.184, 6.091, -0.937], [1.459, 6.016, -1.297], [2.627, 3.763, -1.710], [2.989, 3.703, 0.010], [1.021, 2.142, -1.961], [-1.380, 2.330, -0.086], [-0.914, 0.792, -2.678], [-2.976, -0.199, -3.553], [-5.248, -1.043, -3.193], [-6.293, -0.884, -0.972], [-5.039, 0.094, 0.906], [-2.775, 0.936, 0.575], [-0.547, 4.944, 0.108], [-0.361, 3.597, 1.235], [0.575, 5.754, 2.202], [1.821, 4.523, 2.025]], "nbo_charge": [-0.625, -0.064, -0.511, 0.767, -0.454, 0.767, -0.689, -0.520, -0.077, -0.624, 0.048, -0.228, -0.279, 0.259, -0.508, -0.245, -0.323, -0.244, -0.714, 0.207, 0.209, 0.209, 0.180, 0.164, 0.208, 0.160, 0.207, 0.198, 0.213, 0.252, 0.208, 0.189, 0.178, 0.162, 0.202, 0.246, -0.081, -0.249, -0.318, 0.229, -0.363, 0.021, -0.060, -0.150, -0.226, -0.153, -0.201, -0.160, -0.262, -0.084, -0.525, 0.213, 0.174, 0.227, 0.226, 0.219, 0.220, 0.212, 0.212, 0.221, 0.220, 0.226, 0.226, 0.214, 0.238, 0.217, 0.186], "gap_ev": 3.4, "e_above_lowest_kj_mol": 428.29, "energy_ev": -42305.876, "homo_energy_ha": -0.200, "lumo_energy_ha": -0.0751}

---

Entry 2:
{"formula": "C27H33O2SSiW", "method": "ωB97M-V/def2-TZVPD", "species": ["W", "O", "S", "C", "C", "C", "C", "C", "C", "C", "C", "C", "C", "C", "C", "H", "H", "H", "H", "H", "H", "H", "H", "H", "H", "C", "C", "C", "C", "H", "H", "H", "H", "H", "H", "H", "H", "H", "C", "C", "C", "C", "C", "C", "C", "C", "H", "H", "H", "H", "H", "C", "Si", "C", "C", "O", "H", "H", "H", "H", "H", "H", "H", "H", "H"], "xyz": [[-0.422, 0.666, 0.772], [-1.244, -1.248, 0.976], [-0.549, -2.408, 1.750], [-1.135, -3.927, 0.986], [-0.818, -5.091, 1.669], [-1.122, -6.313, 1.098], [-1.753, -6.356, -0.136], [-2.101, -5.185, -0.789], [-1.800, -3.956, -0.224], [1.069, -2.422, 0.960], [2.214, -2.406, 1.740], [3.447, -2.327, 1.117], [3.523, -2.261, -0.265], [2.372, -2.307, -1.035], [1.135, -2.402, -0.425], [-0.321, -5.037, 2.624], [-0.861, -7.225, 1.612], [-1.981, -7.307, -0.590], [-2.606, -5.219, -1.741], [-2.066, -3.034, -0.719], [2.141, -2.461, 2.815], [4.345, -2.321, 1.714], [4.483, -2.172, -0.747], [2.429, -2.274, -2.110], [0.237, -2.481, -1.020], [-1.808, 0.985, 2.901], [-0.396, 1.290, 3.449], [-0.368, 1.005, 4.953], [0.606, 0.442, 2.662], [-2.553, 1.587, 3.428], [-2.064, -0.072, 3.074], [-1.915, 1.251, 1.782], [-0.170, 2.355, 3.281], [-0.510, -0.059, 5.138], [-1.152, 1.560, 5.465], [0.586, 1.306, 5.375], [0.643, -0.563, 3.104], [1.616, 0.874, 2.694], [0.382, 0.376, -1.078], [0.135, 0.613, -2.257], [-0.140, 0.848, -3.624], [-1.237, 1.653, -3.953], [-1.548, 1.907, -5.273], [-0.773, 1.359, -6.283], [0.312, 0.555, -5.967], [0.633, 0.296, -4.648], [-1.837, 2.071, -3.157], [-2.394, 2.534, -5.517], [-1.018, 1.558, -7.315], [0.913, 0.133, -6.758], [1.479, -0.328, -4.401], [1.835, 4.061, -0.735], [0.267, 4.033, 0.359], [0.392, 5.169, 1.891], [-1.336, 4.387, -0.637], [0.071, 2.490, 0.833], [1.907, 4.998, -1.275], [1.815, 3.250, -1.460], [2.740, 3.951, -0.145], [0.549, 6.192, 1.568], [1.225, 4.902, 2.535], [-0.513, 5.155, 2.494], [-1.144, 5.021, -1.495], [-2.095, 4.881, -0.036], [-1.758, 3.446, -0.997]], "nbo_charge": [1.528, -0.942, 1.262, -0.156, -0.240, -0.176, -0.176, -0.188, -0.239, -0.184, -0.229, -0.191, -0.165, -0.191, -0.203, 0.228, 0.234, 0.233, 0.234, 0.240, 0.230, 0.232, 0.231, 0.230, 0.237, -0.597, -0.242, -0.602, -0.687, 0.263, 0.226, 0.158, 0.219, 0.198, 0.216, 0.222, 0.201, 0.236, -0.410, 0.016, -0.104, -0.166, -0.210, -0.175, -0.210, -0.169, 0.216, 0.226, 0.226, 0.226, 0.217, -1.112, 1.843, -1.119, -1.111, -1.017, 0.245, 0.246, 0.243, 0.251, 0.242, 0.241, 0.247, 0.244, 0.225], "gap_ev": [6.9, 6.9], "e_above_lowest_kj_mol": 84.84, "total_charge": 1, "energy_ev": -53160.283, "homo_energy_ha": [-0.384, -0.383], "lumo_energy_ha": [-0.1314, -0.1307]}

---

Entry 3:
{"formula": "C27H34AuO3Se3Si", "method": "ωB97M-V/def2-TZVPD", "species": ["Au", "O", "C", "C", "C", "O", "C", "Se", "C", "Se", "H", "H", "H", "H", "H", "H", "H", "H", "H", "H", "C", "C", "C", "C", "Si", "O", "C", "C", "C", "C", "C", "C", "C", "C", "C", "C", "C", "C", "H", "H", "H", "H", "H", "H", "H", "H", "H", "H", "H", "H", "H", "H", "H", "H", "H", "H", "H", "Se", "C", "C", "C", "C", "C", "C", "H", "H", "H", "H", "H"], "xyz": [[-1.524, 0.045, 0.411], [-0.576, 4.909, 3.652], [-1.335, 3.805, 4.089], [-1.392, 2.701, 3.003], [0.056, 2.250, 2.734], [0.095, 1.098, 1.938], [-2.256, 1.599, 3.625], [-2.298, -0.241, 2.898], [-2.052, 3.362, 1.790], [-1.949, 2.541, -0.012], [-0.475, 5.521, 4.389], [-2.363, 4.117, 4.325], [-0.892, 3.378, 4.999], [0.524, 2.024, 3.708], [0.591, 3.089, 2.275], [0.854, 1.032, 1.337], [-3.297, 1.940, 3.645], [-1.934, 1.435, 4.660], [-1.592, 4.346, 1.646], [-3.118, 3.499, 1.990], [4.639, -1.383, -0.225], [3.375, -0.683, 0.274], [3.687, 0.807, 0.397], [3.025, -1.247, 1.649], [1.862, -0.938, -0.940], [0.563, -0.373, -0.279], [1.748, -2.789, -1.378], [2.765, -3.511, -1.996], [2.626, -4.857, -2.286], [1.460, -5.522, -1.951], [0.432, -4.824, -1.339], [0.580, -3.476, -1.067], [2.305, 0.056, -2.505], [2.107, 1.433, -2.488], [2.452, 2.228, -3.564], [3.003, 1.653, -4.697], [3.170, 0.280, -4.754], [2.822, -0.502, -3.666], [5.499, -1.097, 0.385], [4.862, -1.117, -1.257], [4.530, -2.462, -0.160], [4.485, 0.976, 1.122], [2.815, 1.373, 0.715], [4.009, 1.207, -0.562], [3.855, -1.106, 2.347], [2.815, -2.311, 1.575], [2.141, -0.767, 2.059], [3.690, -3.018, -2.254], [3.432, -5.388, -2.779], [1.353, -6.576, -2.169], [-0.487, -5.335, -1.080], [-0.229, -2.932, -0.599], [1.662, 1.884, -1.614], [2.291, 3.298, -3.525], [3.286, 2.269, -5.540], [3.570, -0.185, -5.646], [2.943, -1.573, -3.727], [-3.120, -1.306, -0.983], [-4.927, -0.800, -0.556], [-5.898, -0.917, -1.547], [-7.212, -0.597, -1.267], [-7.575, -0.148, -0.004], [-6.606, -0.029, 0.980], [-5.290, -0.360, 0.711], [-5.605, -1.257, -2.531], [-7.961, -0.691, -2.042], [-8.605, 0.109, 0.210], [-6.872, 0.321, 1.969], [-4.540, -0.270, 1.482]], "lowdin_spin": [0.531, 0.001, -0.001, 0.011, 0.003, 0.049, 0.042, 0.417, 0.044, 0.438, 0.000, 0.000, 0.000, 0.001, 0.000, 0.000, 0.000, 0.014, 0.014, 0.000, 0.000, 0.002, 0.000, 0.000, 0.004, 0.041, 0.000, 0.000, 0.000, 0.000, 0.000, 0.000, 0.000, 0.000, 0.000, 0.000, 0.000, 0.000, 0.000, 0.000, 0.000, 0.000, 0.000, 0.000, 0.000, 0.000, 0.000, 0.000, 0.000, 0.000, 0.000, 0.000, 0.000, 0.000, 0.000, 0.000, 0.000, 0.326, 0.028, 0.016, 0.000, 0.008, -0.001, 0.007, 0.004, 0.000, 0.001, 0.000, -0.001], "s2": 2.021, "gap_ev": [6.9, 5.8], "e_above_lowest_kj_mol": 1.56, "total_charge": -1, "energy_ev": -242304.536, "homo_energy_ha": [-0.170, -0.174], "lumo_energy_ha": [0.0840, 0.0405], "spin_multiplicity": 3}